This record from OMol25 describes C33H39F8GaNO24 as an isolated structure. The level of theory is ωB97M-V with the def2-TZVPD basis set.

Output
- Net charge: -1
- E_HOMO: -3.59 eV
- Kohn-Sham gap: 5.2317 eV
- E: -159600.2779 eV
- Relative energy (zero: lowest compared OMol25 entry of this formula, charge and spin): 0.0 kcal per mole

Cartesian coordinates (Å):
C  3.459  5.664  11.147
O  3.014  4.793  5.533
O  -9.041  -2.378  -0.945
F  -9.384  -4.044  0.543
H  -0.766  -0.564  -0.103
C  0.049  -1.773  -6.413
C  1.602  -1.802  -0.408
H  -0.275  -3.503  1.828
F  1.501  6.723  8.633
N  -4.459  -4.349  1.171
F  5.031  -0.602  3.447
O  0.640  0.308  -5.668
O  -11.015  -1.338  -0.827
H  4.636  -3.681  -5.531
H  -6.500  1.650  -3.380
H  -2.265  -1.635  2.488
H  7.281  -0.910  2.382
H  4.464  -3.834  2.421
O  -3.556  4.719  -7.348
H  4.568  0.425  1.798
O  4.118  5.056  10.133
O  4.708  -2.607  -3.787
H  3.955  2.988  5.804
H  1.957  -4.332  2.446
H  3.262  7.534  9.108
C  5.423  0.209  2.441
O  5.924  1.427  2.996
C  -5.122  -0.892  -2.146
H  -1.043  -1.765  -6.417
C  -9.593  -2.728  0.309
H  -11.587  -3.265  -0.340
H  0.406  -2.616  -7.000
H  5.197  3.294  3.717
O  -9.510  -0.714  -2.386
F  -7.704  0.810  -0.827
H  -4.613  -4.177  2.154
O  -5.439  -0.140  -3.249
O  -5.892  -0.509  -1.086
H  -4.970  -3.644  0.655
H  2.706  -4.948  -4.696
H  -1.392  1.926  -5.025
H  5.260  5.052  3.936
C  1.861  -3.626  1.631
C  2.998  -3.191  0.960
C  -0.890  -1.649  -0.167
H  5.104  -2.998  0.986
O  2.459  6.455  10.661
H  4.561  -4.684  0.898
O  3.770  -4.465  -2.973
H  -2.742  -4.543  -0.090
O  -4.301  -1.736  -2.123
C  -1.350  2.576  -5.894
F  5.086  4.536  6.391
H  -1.026  -1.878  -1.227
C  2.873  -2.267  -0.077
O  -2.669  2.901  -6.359
C  0.788  -0.594  -4.641
C  -2.653  4.179  -6.803
F  3.325  -2.172  -5.520
O  7.315  0.875  1.336
C  4.651  4.157  4.077
H  -9.107  -2.143  1.092
C  -11.061  -2.421  0.107
H  2.104  -3.542  -3.788
C  -0.787  3.943  -5.586
C  4.711  -3.519  -2.765
O  3.718  5.537  12.296
H  -7.483  0.176  -3.237
O  0.524  -1.851  -5.072
C  3.424  5.349  8.912
H  3.727  -1.890  -0.624
C  2.997  -4.078  -4.114
F  -0.204  0.158  -7.771
H  6.384  -0.929  0.851
C  6.637  -0.329  1.721
C  4.365  -3.710  1.344
Ga  -2.523  -2.165  0.972
H  -3.769  -1.320  0.413
O  -1.451  4.765  -6.531
O  5.438  -3.474  -1.834
C  0.614  -0.448  -6.869
C  6.923  1.858  2.168
H  -5.847  1.535  -1.020
O  3.406  4.317  3.384
H  1.622  -0.500  -7.283
C  2.487  4.778  4.265
H  -2.437  -4.671  1.673
C  2.690  6.619  9.272
H  1.489  -1.097  -1.219
C  3.961  -3.169  -4.843
H  -0.799  2.084  -6.686
C  0.447  -2.228  0.262
H  -11.567  -2.123  1.021
C  -6.474  0.729  -1.407
C  -3.006  -4.165  0.895
H  4.116  5.476  8.091
C  4.190  4.011  5.505
O  1.389  5.117  3.993
H  2.733  4.538  8.680
O  7.371  2.957  2.189
H  -0.999  4.306  -4.579
C  -6.569  0.670  -2.913
C  -9.827  -1.407  -1.481
O  1.103  -0.307  -3.543
F  0.550  4.005  -5.806
C  0.594  -3.152  1.292